Record 1
Here is a 9-piece molecular cluster, C36H72O15S6 overall at a distorted geometry from OMol25. Energies are from ωB97M-V/def2-TZVPD.

Calculated values
E_tot: -4932.43863 a.u.
orbital gap: 9.69 eV
SMILES string: O=S1(=O)CCCC1.O=S1(=O)CCCC1.O=S1(=O)CCCC1.O=S1(=O)CCCC1.O=S1(=O)CCCC1.O=S1(=O)CCCC1.C1CCOC1.C1CCOC1.C1CCOC1
E_HOMO: -9.5 eV

ORCA input file:
```
! wB97M-V def2-TZVPD RIJCOSX def2/J DEFGRID3
* xyz 0 1
O 5.85937 1.50866 -0.80435
S 6.43754 0.47156 0.09431
O 7.84797 0.18980 0.10907
C 5.70314 0.76399 1.72755
C 4.33829 -0.00912 1.78706
C 4.08313 -0.60055 0.42423
C 5.45507 -1.04455 -0.15077
H 5.50639 1.87372 1.79341
H 6.45293 0.46856 2.48524
H 4.56471 -0.84617 2.41456
H 3.59011 0.65069 2.18521
H 3.71931 0.13124 -0.24745
H 3.36883 -1.40101 0.45567
H 5.50763 -1.45719 -1.14314
H 6.01302 -1.78022 0.48915
O 3.04575 3.42834 1.17684
S 2.69873 3.30190 -0.23200
O 2.18808 2.03584 -0.63623
C 1.45965 4.53359 -0.70512
C 1.69921 4.80368 -2.18457
C 3.19868 4.91438 -2.31421
C 3.93701 3.88661 -1.48807
H 1.70374 5.42229 -0.10445
H 0.50017 4.19373 -0.40755
H 1.37744 4.00097 -2.88556
H 1.22954 5.66278 -2.60834
H 3.52500 5.84716 -1.86210
H 3.51194 4.84895 -3.36149
H 4.93682 4.27334 -1.12321
H 4.17988 2.95336 -2.02098
O -3.16237 0.29820 2.59222
S -4.30762 -0.39917 3.06667
O -5.03412 0.02413 4.23631
C -5.51527 -0.59000 1.75457
C -5.34890 -2.05973 1.33190
C -4.96504 -2.93619 2.51409
C -3.84293 -2.17195 3.16291
H -5.51768 0.01954 0.87794
H -6.47772 -0.46166 2.23873
H -6.31840 -2.45760 0.86376
H -4.55204 -2.15087 0.64227
H -4.73999 -3.97162 2.21740
H -5.76449 -3.03084 3.24327
H -2.87576 -2.30607 2.60764
H -3.68914 -2.40006 4.27134
O -3.74623 -5.29818 -2.06727
S -2.85229 -4.42470 -1.30760
O -3.24697 -3.02404 -1.17877
C -2.53153 -4.95670 0.34638
C -1.37962 -5.94235 0.29121
C -0.41901 -5.38110 -0.72492
C -1.20242 -4.68865 -1.94405
H -3.45907 -5.41756 0.78517
H -2.32454 -4.11145 0.92466
H -0.87387 -6.17235 1.28414
H -1.77397 -6.94197 -0.01658
H 0.25908 -6.10689 -1.16508
H 0.22499 -4.53749 -0.29123
H -1.28175 -5.28970 -2.82785
H -0.67662 -3.73391 -2.19504
O -1.01888 -2.36709 1.48277
S -0.47523 -1.58554 0.36305
O 0.09153 -2.18930 -0.81479
C -1.56644 -0.32175 -0.02766
C -0.88132 0.95310 0.31556
C 0.00358 0.67163 1.54812
C 0.76363 -0.55453 1.10165
H -2.37845 -0.47677 0.63924
H -2.03580 -0.52641 -1.02404
H -0.31383 1.46891 -0.50983
H -1.70416 1.59213 0.57885
H -0.66424 0.46811 2.35714
H 0.62414 1.49890 1.69938
H 1.13588 -1.23946 1.86694
H 1.46504 -0.34132 0.30180
O 0.23720 1.04035 -3.08473
S 1.11839 0.24622 -3.91817
O 1.73830 0.74394 -5.13359
C 2.39107 -0.43612 -2.78070
C 2.71692 -1.68376 -3.56841
C 1.36270 -2.37949 -3.76883
C 0.36887 -1.30361 -4.18498
H 1.91061 -0.58098 -1.88202
H 3.14394 0.32753 -2.65894
H 3.26953 -1.34337 -4.41886
H 3.37050 -2.39195 -3.01200
H 1.08904 -2.84261 -2.82838
H 1.34114 -3.12358 -4.57259
H -0.58205 -1.36948 -3.64908
H 0.16009 -1.39876 -5.25899
C -1.62183 3.46036 -5.14577
C -0.60698 3.53349 -6.30817
C 0.51098 4.36843 -5.65231
O -0.22816 5.35499 -4.85764
C -1.55448 4.80869 -4.56582
H -1.28957 2.66836 -4.48493
H -2.59967 3.12504 -5.53239
H -0.97361 4.09478 -7.18927
H -0.27480 2.57298 -6.68581
H 1.22594 4.90378 -6.29449
H 1.00266 3.71484 -4.97712
H -2.38950 5.46871 -4.97797
H -1.64271 4.74724 -3.44655
C 0.26040 -2.42513 4.48314
C 0.98285 -3.69742 4.11085
C -0.08925 -4.73188 4.52611
O -0.68343 -4.17670 5.71084
C -0.46658 -2.79199 5.75678
H -0.60671 -2.37553 3.73204
H 0.92411 -1.57373 4.52667
H 1.94248 -3.88859 4.61856
H 1.12395 -3.64694 3.00174
H 0.20318 -5.68073 4.87781
H -0.81751 -4.80105 3.69172
H 0.00618 -2.51901 6.75154
H -1.33860 -2.29992 5.71540
C -2.50277 3.58890 3.89785
C -3.13859 3.69790 2.50452
C -2.00020 4.03267 1.56382
O -0.87770 3.41463 2.20529
C -1.03719 3.59448 3.56123
H -2.87771 2.61221 4.28821
H -2.79703 4.37309 4.65363
H -3.96383 4.45459 2.36286
H -3.59813 2.80005 2.08183
H -1.84616 5.14240 1.48073
H -2.17155 3.68823 0.55019
H -0.70166 4.60551 3.85300
H -0.41235 2.82199 4.05708
*
```

---

Record 2
Here is C36H72O36 as an isolated structure at a distorted geometry from OMol25. Energies are from ωB97M-V/def2-TZVPD.

Calculated values
E_tot: -4122.22337 a.u.
orbital gap: 8.57 eV
E_HOMO: -8.2 eV

ORCA input file:
```
! wB97M-V def2-TZVPD RIJCOSX def2/J DEFGRID3
* xyz 0 1
C -16.95122 21.11941 -18.41033
O -15.84276 21.18466 -17.43228
C -16.02668 21.30991 -16.10615
O -17.04186 21.62088 -15.49893
O -14.69882 21.18908 -15.58579
C -14.34595 21.59935 -14.28380
H -17.47330 22.07614 -18.39631
H -17.64792 20.42715 -17.93759
H -16.69176 20.78725 -19.41555
H -14.89937 20.98511 -13.57349
H -14.71840 22.48894 -13.77584
H -13.26236 21.51550 -14.20075
C -21.40007 22.23889 -20.28912
O -20.31106 21.84834 -19.35243
C -20.36404 20.71340 -18.65430
O -21.30152 19.90534 -18.69984
O -19.19082 20.55066 -18.10779
C -18.99527 19.55385 -17.01788
H -21.64420 23.29101 -20.43593
H -22.37139 21.88508 -19.94350
H -21.23526 21.73525 -21.24164
H -18.15942 18.89834 -17.26239
H -19.86839 18.91444 -16.88785
H -18.75415 20.10615 -16.10963
C -15.89239 23.62193 -12.06008
O -15.14504 24.77409 -12.45722
C -15.64008 25.62463 -13.28250
O -16.73737 25.48424 -13.80255
O -14.75265 26.70030 -13.49047
C -14.89139 27.68158 -14.52916
H -16.56733 24.03390 -11.30985
H -15.28928 22.87896 -11.53822
H -16.34389 23.06274 -12.87957
H -14.64341 27.33160 -15.53122
H -14.45514 28.67753 -14.45257
H -15.94724 27.78593 -14.77894
C -17.75656 27.02447 -17.57212
O -17.55960 25.62929 -17.60973
C -17.66824 24.96040 -18.78165
O -17.88076 25.46004 -19.84971
O -17.60040 23.67513 -18.62269
C -17.97322 22.80483 -19.69534
H -16.88649 27.55552 -17.95823
H -17.79364 27.21449 -16.49945
H -18.66084 27.38790 -18.06028
H -18.93819 22.38220 -19.41553
H -17.22687 22.01493 -19.61108
H -18.00264 23.29346 -20.66925
C -12.88650 20.95676 -17.53960
O -12.66049 20.32158 -18.77782
C -13.76120 20.05221 -19.50502
O -14.94795 20.38780 -19.22147
O -13.39260 19.49359 -20.66696
C -14.29888 19.27566 -21.61655
H -13.27421 21.97368 -17.60009
H -11.98310 21.04499 -16.93613
H -13.58777 20.45392 -16.87366
H -14.27938 20.18442 -22.21810
H -15.33674 19.07700 -21.34917
H -13.88385 18.45998 -22.20858
C -13.75403 19.15265 -13.54404
O -12.39990 19.58335 -13.74364
C -11.42709 18.89286 -13.29547
O -11.44670 17.82994 -12.74442
O -10.31090 19.52304 -13.63882
C -9.04088 19.12899 -13.09472
H -13.92419 18.30218 -12.88385
H -14.12504 18.88224 -14.53264
H -14.26422 20.03046 -13.14750
H -8.26291 19.22375 -13.85228
H -9.05138 18.06060 -12.87902
H -8.75764 19.71860 -12.22281
C -12.91672 20.31577 -8.35360
O -13.14197 21.38956 -9.20823
C -13.15655 21.18627 -10.52004
O -12.64920 20.16759 -11.04794
O -13.66866 22.28393 -11.17115
C -13.79487 22.22113 -12.57181
H -12.68882 20.60177 -7.32678
H -12.07358 19.70178 -8.67020
H -13.72550 19.62400 -8.11815
H -14.80352 22.22482 -12.98500
H -13.20649 21.42767 -13.03259
H -13.54696 23.16959 -13.04832
C -19.11800 22.86458 -16.70340
O -19.75761 23.97622 -17.50232
C -21.07360 24.20910 -17.29341
O -21.79097 23.77466 -16.39122
O -21.49191 25.04911 -18.24104
C -22.96247 25.54408 -18.16773
H -18.03563 22.90657 -16.82516
H -19.38356 21.88920 -17.11106
H -19.39025 22.91658 -15.64923
H -23.27351 25.58501 -17.12386
H -23.65229 24.92000 -18.73587
H -23.08431 26.60139 -18.40306
C -17.17540 17.73898 -13.29097
O -16.51498 18.99548 -13.40379
C -16.29720 19.81203 -12.33173
O -15.83888 20.95143 -12.48953
O -16.60550 19.20967 -11.19592
C -16.39674 19.99813 -10.05828
H -16.49803 16.89227 -13.17993
H -17.64053 17.58088 -14.26399
H -17.91156 17.67217 -12.48990
H -16.95216 19.65012 -9.18737
H -16.80365 20.99477 -10.22924
H -15.38296 20.12855 -9.67967
C -15.05298 18.18987 -16.45337
O -15.18085 17.66050 -17.76339
C -16.25334 17.94116 -18.39674
O -17.22825 18.48531 -17.84260
O -16.20701 17.46052 -19.63098
C -17.17641 17.88161 -20.60185
H -14.05803 18.09485 -16.01847
H -15.66578 17.64233 -15.73729
H -15.38486 19.22715 -16.40838
H -16.85071 18.77086 -21.14152
H -18.08143 18.20898 -20.09011
H -17.52906 17.19165 -21.36847
C -17.29462 20.80923 -25.37637
O -17.57352 21.42219 -24.05879
C -17.75293 20.65159 -22.95293
O -17.81789 19.40921 -23.02584
O -17.64172 21.41643 -21.87074
C -17.23000 20.76320 -20.66131
H -16.21693 20.75563 -25.53068
H -17.69867 21.46230 -26.14990
H -17.79544 19.84118 -25.36331
H -17.00925 21.55363 -19.94394
H -16.36087 20.13021 -20.84028
H -18.02405 20.16166 -20.21890
C -10.30852 25.55832 -11.87267
O -11.18443 24.77741 -12.66194
C -10.74987 23.68200 -13.33009
O -9.59639 23.21137 -13.19670
O -11.80590 23.16787 -13.90620
C -11.74845 21.87285 -14.48113
H -10.29557 25.09998 -10.88381
H -10.64757 26.59338 -11.91514
H -9.30675 25.35049 -12.24865
H -10.80479 21.88562 -15.02650
H -12.54581 21.64153 -15.18741
H -11.69016 20.98525 -13.85117
*
```